[1]
The following is a DFT calculation (ωB97M-V with the def2-TZVPD basis set) of a molecular structure, C27H31BBa2F9O31P at a distorted geometry.

```
! RIJCOSX wB97M-V def2-TZVPD def2/J DEFGRID3
* xyz 0 1
Ba 1.1948 0.0163 -0.4813
Ba 5.2525 -0.4256 0.6899
B 2.5819 0.4418 2.1326
H 3.1022 0.9260 2.9444
H 2.5978 1.0490 1.2408
H 3.0324 -0.5178 1.9317
H 1.5697 0.2540 2.4558
P 3.5975 -1.0154 -1.7068
O 3.1948 -1.6800 -0.4021
O 2.5144 -1.3344 -2.8081
O 5.1126 -1.3004 -1.8782
O 3.5891 0.4874 -1.2376
C 1.6126 1.8799 4.8738
C 0.4820 0.8638 5.1806
O -0.5666 1.8064 5.0799
C -0.1339 3.0513 5.2996
O -0.9338 4.0001 5.3591
O 1.1863 3.0719 5.4730
F 0.4574 0.4851 6.4916
H 1.9110 2.0145 3.8341
H 2.5438 1.6661 5.3985
H 0.4796 0.0316 4.4766
C -2.6929 -0.1520 4.0625
C -3.6094 0.9392 3.4184
O -2.6848 1.5987 2.5810
C -1.6782 0.7587 2.2108
O -0.9549 0.8825 1.2531
O -1.6585 -0.2710 3.0227
F -4.1078 1.8975 4.2204
H -3.2631 -1.0783 4.1336
H -2.3383 0.1131 5.0586
H -4.4779 0.6246 2.8397
C 2.4188 -4.4371 -0.1591
C 1.5591 -4.1752 -1.2983
O 0.5644 -3.3713 -0.6741
C 0.8524 -3.1158 0.5188
O 0.2468 -2.2428 1.1414
O 1.9469 -3.7408 0.9640
F 1.0366 -5.3452 -1.7488
H 3.4339 -4.1907 -0.4703
H 2.5186 -5.5098 0.0067
H 2.1042 -3.6992 -2.1134
C 0.7363 -1.6366 -5.3921
C -0.1491 -2.1093 -4.2603
O -0.2387 -3.4371 -4.4020
C 0.0150 -3.7329 -5.7007
O -0.1313 -4.8338 -6.1825
O 0.4097 -2.6330 -6.3342
F -1.3912 -1.5388 -4.2675
H 1.7913 -1.5701 -5.1263
H 0.4842 -0.5865 -5.5400
H 0.2822 -1.8264 -3.3001
C 2.7711 1.7089 -4.2530
C 2.9108 3.0446 -3.5144
O 1.9901 3.8587 -4.1278
C 1.7734 3.4162 -5.3091
O 1.1485 4.0623 -6.1003
O 2.3075 2.2533 -5.4267
F 4.1333 3.4936 -3.8712
H 2.0154 1.0427 -3.8368
H 3.6828 1.1173 -4.3361
H 2.9993 2.9341 -2.4336
C -3.6480 2.0895 -4.0360
C -2.6413 3.2978 -4.4007
O -1.3924 2.7327 -3.8636
C -1.5768 1.5802 -3.2577
O -0.6605 0.9081 -2.7849
O -2.9026 1.3632 -3.0701
F -2.9610 4.4308 -3.8468
H -3.7315 1.5417 -4.9746
H -4.6295 2.3074 -3.6150
H -2.5217 3.4162 -5.4776
C -4.9076 -1.6803 -1.2291
C -4.9330 -0.5051 -0.2710
O -3.5924 -0.0561 -0.3213
C -2.7950 -1.0443 -0.7792
O -1.5423 -0.9724 -0.9016
O -3.5542 -2.0523 -1.1323
F -5.3410 -0.8835 0.9827
H -5.1581 -1.4426 -2.2630
H -5.4903 -2.5738 -1.0047
H -5.6977 0.2207 -0.5479
C 1.1088 5.0845 1.3864
C -0.3169 4.7511 1.5901
O -0.6870 4.0831 0.4265
C 0.3687 3.6007 -0.1146
O 0.4277 2.8121 -1.0427
O 1.4440 4.0402 0.5655
F -1.0250 5.8099 1.9862
H 1.6456 5.0145 2.3325
H 1.1189 6.0777 0.9375
H -0.2951 4.0544 2.4281
C -0.2999 -4.5786 4.3214
C 0.4345 -3.2483 4.3750
O 1.6450 -3.6700 4.9156
C 1.5419 -4.9597 5.4196
O 2.4237 -5.6843 5.7946
O 0.3282 -5.3002 5.2935
F -0.2450 -2.4103 5.2524
H -0.2789 -5.0965 3.3625
H -1.3678 -4.6131 4.5371
H 0.5712 -2.7287 3.4267
*
```


[2]
The following is a DFT calculation (ωB97M-V with the def2-TZVPD basis set) of 3 unconnected molecules or ions with the total composition C20H40Br2FN2O4PS2 at a distorted geometry.

```
! RIJCOSX wB97M-V def2-TZVPD def2/J DEFGRID3
* xyz 0 1
C -4.1215 -0.0504 0.2485
N -3.0291 1.0177 0.0301
C -1.9201 0.3753 -0.8333
C -0.4599 0.3243 -0.1054
C -0.1108 -1.2520 0.0208
C 0.0547 -2.0820 -1.3980
N 0.6868 -3.3314 -1.3889
C -0.7413 0.7310 1.4945
O -1.3974 0.0634 2.4454
O -0.0795 2.0045 1.8077
C 1.2539 1.9862 1.1099
C 2.2104 1.0390 1.9999
C 2.3694 1.2924 3.5802
C 2.1127 -0.1024 4.4684
F 1.5766 2.3420 4.2242
P 1.7701 3.8144 1.3362
S 3.6615 4.0346 1.9054
C 0.6843 1.4774 -0.3781
S -0.4670 2.9738 -0.7195
C 1.6362 0.9926 -1.5641
Br 3.1076 -0.3232 -1.0786
C 2.3674 2.0801 -2.5365
C 1.3448 2.8108 -3.6418
Br 3.6592 3.3304 -1.6747
H -5.0443 0.3796 0.8256
H -3.5963 -0.9628 0.7914
H -4.4880 -0.4853 -0.8011
H -3.4873 1.6910 -0.6518
H -2.3281 -0.7380 -0.9893
H -1.9089 0.8215 -1.9402
H 0.8187 -1.5431 0.6661
H -1.0439 -1.7633 0.5654
H -0.3076 -1.5978 -2.4202
H 0.9604 -3.5164 -0.3799
H 1.9026 -0.1073 1.8668
H 3.3013 1.0951 1.5147
H 3.5165 1.5522 3.7915
H 2.4377 0.1977 5.5774
H 0.9834 -0.4003 4.5363
H 2.8336 -0.9763 4.1573
H 1.6741 4.6387 0.1591
H 0.9984 4.4654 2.4007
H -1.0353 2.8260 -2.0073
H 0.9509 0.3638 -2.3182
H 3.0570 1.4091 -3.2509
H 1.8406 2.9193 -4.7078
H 1.0597 3.8585 -3.1567
H 0.3155 2.2117 -3.6982
C 8.1763 -2.2517 -0.8749
C 7.2245 -3.2259 -1.5508
C 6.9333 -2.8116 -2.9843
O 6.0038 -3.2792 -0.8172
H 7.7436 -1.2458 -0.8339
H 8.3671 -2.5556 0.1600
H 9.1314 -2.1997 -1.4066
H 7.6580 -4.2319 -1.5392
H 6.4565 -1.8256 -3.0182
H 6.2374 -3.5150 -3.4542
H 7.8511 -2.7765 -3.5794
H 5.6117 -2.3902 -0.8223
C -8.7286 -0.7749 2.2004
C -8.4408 -0.5476 0.7249
C -9.7223 -0.5278 -0.0930
O -7.5899 -1.5851 0.2445
H -9.2226 -1.7401 2.3593
H -7.7964 -0.7991 2.7749
H -9.3686 0.0158 2.6042
H -7.9070 0.4002 0.5957
H -10.2516 -1.4842 -0.0155
H -9.4990 -0.3757 -1.1544
H -10.3922 0.2703 0.2420
H -8.0558 -2.4305 0.3552
*
```

Calculated values
SMILES: [H]/N=C\C[C@@]1(CNC)C(=O)O[C@](C[C@H](C)F)([PH2]=S)[C@@]1(S)[C@H](Br)[C@@H](C)Br.CC(C)O.CC(C)O


[3]
The following is a DFT calculation (ωB97M-V with the def2-TZVPD basis set) of 6 unconnected molecules or ions with the total composition C20H48Cl4O8 at a distorted geometry.

```
! RIJCOSX wB97M-V def2-TZVPD def2/J DEFGRID3
* xyz 0 1
Cl -21.6315 -14.1101 -17.4567
C -21.9161 -13.0299 -16.0376
C -21.4887 -11.6640 -16.3542
Cl -19.6539 -11.4897 -16.2908
H -21.2526 -13.3316 -15.2149
H -22.9692 -13.1735 -15.7574
H -21.8638 -10.9802 -15.6176
H -21.7593 -11.4651 -17.3257
Cl -17.3118 -9.2025 -14.5857
C -18.8112 -9.3449 -13.5986
C -19.7357 -8.1637 -13.9770
Cl -19.1740 -6.5636 -13.2851
H -18.4881 -9.2699 -12.5874
H -19.2666 -10.2448 -13.8875
H -20.7202 -8.2737 -13.5416
H -19.7167 -8.1527 -15.0896
C -14.5031 -12.2414 -10.3331
O -13.8274 -11.0535 -10.7082
C -14.5342 -10.2125 -11.6183
C -15.4884 -9.2147 -10.9714
O -16.7134 -9.9321 -10.6428
C -17.5613 -9.2556 -9.7471
H -14.7169 -12.9241 -11.1696
H -15.3728 -12.0244 -9.7075
H -13.8008 -12.8486 -9.7083
H -15.0221 -10.8627 -12.3633
H -13.8206 -9.5959 -12.1916
H -15.6982 -8.3457 -11.6553
H -15.0530 -8.9076 -10.0076
H -18.5661 -9.5960 -9.8846
H -17.6883 -8.2056 -9.9240
H -17.2543 -9.3233 -8.7084
C -10.2907 -8.0756 -16.6324
O -10.8204 -6.7362 -16.4036
C -11.7133 -6.6044 -15.3483
C -13.1696 -6.9757 -15.6496
O -13.2994 -8.3716 -15.8120
C -14.5445 -8.7077 -16.3878
H -10.9716 -8.7587 -17.0961
H -9.8913 -8.4885 -15.7052
H -9.3544 -7.9164 -17.2487
H -11.7387 -5.5322 -15.1702
H -11.4563 -7.1984 -14.4481
H -13.5292 -6.5162 -16.5784
H -13.7630 -6.6734 -14.7706
H -14.5469 -8.6134 -17.4578
H -15.3314 -8.0953 -15.9877
H -14.7736 -9.7261 -16.0665
C -18.5551 -8.8078 -18.8966
O -19.9466 -8.6819 -18.6174
C -20.6162 -7.8029 -19.4462
C -21.8023 -7.2551 -18.7353
O -22.7113 -8.3175 -18.4092
C -23.7853 -7.8897 -17.6573
H -18.1691 -7.8093 -19.1736
H -18.4350 -9.5490 -19.7046
H -18.0820 -9.0785 -17.9347
H -20.9576 -8.3834 -20.3528
H -19.9588 -7.0030 -19.9088
H -22.3370 -6.6231 -19.4056
H -21.6390 -6.7524 -17.7650
H -24.2974 -7.0453 -18.0634
H -23.4353 -7.6439 -16.6694
H -24.4996 -8.7058 -17.4722
C -22.9995 -13.2528 -12.2464
O -22.7466 -12.2149 -13.2503
C -23.0724 -10.9237 -12.7443
C -22.2001 -10.4248 -11.5867
O -22.6227 -9.0868 -11.3635
C -21.7496 -8.4242 -10.4770
H -23.1061 -14.2219 -12.6959
H -23.9261 -12.9535 -11.6777
H -22.1085 -13.2826 -11.5093
H -24.0573 -10.9594 -12.3639
H -22.9379 -10.2189 -13.5631
H -21.1948 -10.4640 -11.9278
H -22.4219 -10.9544 -10.6232
H -20.6998 -8.4908 -10.7315
H -21.8756 -8.7756 -9.4425
H -22.0807 -7.3374 -10.4016
*
```

Calculated values
Energy above the lowest of the compared OMol25 structures with the same formula, charge and spin in eV: 1.063
SMILES: COCCOC.COCCOC.COCCOC.COCCOC.ClCCCl.ClCCCl


[4]
The following is a DFT calculation (ωB97M-V with the def2-TZVPD basis set) of C4H9N3O2 in the gas phase at a distorted geometry.

```
! RIJCOSX wB97M-V def2-TZVPD def2/J DEFGRID3
* xyz 0 1
C 3.1578 -1.1370 -0.0587
C -0.0802 -1.1999 -1.2133
C -1.5965 0.4818 -0.8682
C -2.2436 1.7896 1.1489
H 3.0641 -0.4594 0.8028
H 3.8680 -1.9422 0.1352
H 3.6363 -0.5182 -0.8505
H -0.1886 -2.2702 -1.3145
H -2.2873 1.0906 -1.4547
H -2.4005 2.6554 0.4747
H -3.1531 1.2005 1.3403
H -1.8293 2.1856 2.0801
H 0.2053 -0.0508 0.8974
N 1.0227 -0.6676 -0.7391
N -1.1077 -0.4382 -1.6122
N -1.2807 0.9435 0.3954
O 1.9148 -1.6923 -0.4301
O -0.7013 0.0288 1.2665
*
```

Calculated values
Energy above the lowest of the compared OMol25 structures with the same formula, charge and spin in eV: 5.056
SMILES: CO/N=C/N=C\N(C)O


no.,highest occupied orbital energy (eV)
1,-8.60
2,-8.27
3,-9.44
4,-8.43